# C17H42BN8O5S

A cluster of 3 separate species, C17H42BN8O5S in total (ωB97M-V with the def2-TZVPD basis set, OMol25).

The geometry in ORCA input format:
```
! wB97M-V def2-TZVPD RIJCOSX def2/J DEFGRID3
* xyz 1 1
C -2.86 -0.71 4.25
O -1.57 -0.30 3.79
C -0.60 -1.31 3.85
C -0.74 -2.34 2.73
C -1.10 -1.68 1.40
C -0.80 -2.54 0.16
C -0.56 -1.64 -1.06
C 0.92 -1.27 -1.31
N 0.93 0.08 -1.94
C 1.16 0.93 -0.85
N 0.56 2.08 -0.79
C 0.63 2.96 0.40
C 0.97 4.42 0.11
C 2.27 4.58 -0.68
C 1.08 5.14 1.45
B -0.35 2.47 -1.97
N -0.04 3.49 -2.95
O -1.51 1.78 -1.99
N 1.96 0.35 0.10
C 3.25 0.96 0.46
C 4.28 1.03 -0.69
O 5.53 0.45 -0.40
C 1.79 -1.11 -0.04
S 3.38 -2.01 -0.10
H -2.82 -1.68 4.75
H -3.55 -0.79 3.41
H -3.24 0.03 4.95
H 0.38 -0.82 3.80
H -0.65 -1.83 4.82
H -1.51 -3.07 3.01
H 0.21 -2.89 2.64
H -0.52 -0.75 1.33
H -2.15 -1.38 1.40
H 0.08 -3.17 0.33
H -1.65 -3.19 -0.04
H -1.16 -0.73 -0.98
H -0.90 -2.15 -1.97
H 1.32 -1.97 -2.04
H 1.70 0.22 -2.59
H -0.36 2.90 0.86
H 1.33 2.55 1.12
H 0.14 4.89 -0.42
H 2.34 5.59 -1.07
H 2.35 3.90 -1.53
H 3.14 4.45 -0.02
H 1.16 6.22 1.29
H 1.96 4.81 2.00
H 0.19 4.97 2.06
H 0.82 3.33 -3.47
H -0.02 4.44 -2.61
H -2.21 2.28 -2.44
H 3.07 1.97 0.83
H 3.65 0.40 1.30
H 4.45 2.08 -0.95
H 3.88 0.53 -1.59
H 5.56 0.13 0.51
H 1.26 -1.47 0.83
H 2.83 -3.17 0.26
C 1.79 -3.25 -4.96
O 1.36 -4.00 -4.10
N 2.59 -3.67 -5.98
N 1.48 -1.91 -4.94
H 2.95 -3.06 -6.69
H 2.83 -4.64 -6.01
H 0.87 -1.63 -4.21
H 1.80 -1.24 -5.61
C -6.43 -2.40 2.50
O -5.27 -2.45 2.89
N -7.28 -3.47 2.61
N -6.97 -1.28 1.94
H -8.23 -3.45 2.31
H -6.91 -4.30 3.02
H -6.37 -0.48 1.86
H -7.91 -1.22 1.63
*
```

LUMO level   -0.0947 Eh
HOMO energy   -11.3 eV
Frontier orbital gap   8.727 eV
Energy relative to the best compared isomer or geometry (same formula, charge and spin)   0.000 eV

# C17H42INO13P3

A cluster of 4 separate species, C17H42INO13P3 in total (ωB97M-V with the def2-TZVPD basis set, OMol25).

The geometry in ORCA input format:
```
! wB97M-V def2-TZVPD RIJCOSX def2/J DEFGRID3
* xyz 1 1
C 1.92 -2.32 -1.98
C 2.66 -3.43 -1.25
C 2.69 -3.19 0.28
C 4.09 -2.98 0.86
O 4.28 -1.57 1.16
C 5.34 -0.94 0.54
C 4.93 0.58 0.58
C 5.78 1.15 -0.48
N 6.10 0.24 -1.32
C 5.48 -1.08 -0.99
I 6.78 -2.54 -1.80
H 0.87 -2.35 -1.71
H 2.29 -1.33 -1.72
H 2.00 -2.49 -3.05
H 3.67 -3.57 -1.62
H 2.08 -4.34 -1.41
H 2.15 -2.26 0.47
H 2.15 -3.95 0.83
H 4.13 -3.49 1.82
H 4.88 -3.39 0.24
H 6.30 -1.02 1.06
H 3.86 0.64 0.40
H 5.19 1.03 1.54
H 6.10 2.18 -0.53
H 6.71 0.40 -2.11
H 4.48 -1.01 -1.43
C 2.04 -0.62 3.00
O 1.34 0.63 3.13
P 0.21 0.64 4.27
O 0.74 -0.10 5.43
O -0.92 -0.18 3.45
C -1.09 -0.04 2.03
O -0.75 1.76 4.89
C -1.97 1.17 5.42
H 2.48 -0.62 2.02
H 2.82 -0.69 3.75
H 1.35 -1.46 3.09
H -0.69 -0.95 1.58
H -0.56 0.82 1.62
H -2.15 0.06 1.80
H -1.75 0.20 5.86
H -2.76 1.09 4.68
H -2.31 1.85 6.20
C -2.03 1.98 -5.24
O -1.08 0.93 -4.93
P 0.27 1.43 -4.28
O 0.05 2.52 -3.32
O 0.98 2.00 -5.63
C 0.86 1.29 -6.87
O 1.49 0.53 -3.76
C 2.79 1.10 -3.85
H -2.71 1.55 -5.98
H -2.58 2.25 -4.35
H -1.53 2.85 -5.66
H 0.15 1.81 -7.51
H 0.53 0.26 -6.73
H 1.84 1.29 -7.35
H 2.77 2.17 -3.64
H 3.22 0.92 -4.83
H 3.40 0.58 -3.10
C -6.51 2.25 4.09
O -6.52 0.82 3.99
P -5.80 0.19 2.63
O -4.65 1.15 2.57
O -7.09 0.67 1.73
C -8.41 0.20 2.04
O -5.24 -0.76 1.39
C -5.33 -0.24 0.07
H -7.30 2.50 4.80
H -5.56 2.60 4.47
H -6.72 2.71 3.13
H -8.97 1.00 2.53
H -8.40 -0.67 2.70
H -8.90 -0.07 1.11
H -5.12 0.83 0.07
H -6.30 -0.43 -0.37
H -4.56 -0.77 -0.50
*
```

LUMO level   -0.1681 Eh
HOMO energy   -11.3 eV
Frontier orbital gap   6.747 eV

# C17H42N2O8P4

A cluster of 3 separate species, C17H42N2O8P4 in total (ωB97M-V with the def2-TZVPD basis set, OMol25).

The geometry in ORCA input format:
```
! wB97M-V def2-TZVPD RIJCOSX def2/J DEFGRID3
* xyz 0 1
C -1.13 -6.50 -6.25
C -1.57 -5.27 -6.07
C -1.94 -3.73 -5.75
C -2.57 -3.48 -4.29
C -3.10 -4.80 -3.52
P -4.80 -5.44 -4.13
N -4.60 -6.90 -5.14
P -5.76 -3.99 -5.47
N -5.31 -4.19 -7.03
H -0.45 -7.40 -6.54
H -2.57 -3.29 -6.63
H -0.93 -3.14 -5.78
H -3.40 -2.69 -4.39
H -1.75 -2.99 -3.62
H -2.30 -5.66 -3.45
H -3.28 -4.48 -2.41
H -5.04 -7.71 -4.64
H -5.21 -6.79 -5.99
H -7.19 -4.16 -5.38
H -5.49 -2.64 -5.01
H -6.21 -4.42 -7.52
O 1.87 -1.67 -0.15
P 0.39 -1.65 0.26
O 0.71 -2.09 1.84
C 1.72 -1.43 2.59
C 1.24 -0.11 3.16
O 0.04 -3.17 -0.32
C 0.88 -3.81 -1.26
C 1.97 -4.61 -0.57
O -1.27 -1.61 0.69
C -1.79 -0.98 1.84
C -1.95 0.51 1.64
H 2.63 -1.27 1.99
H 2.00 -2.10 3.41
H 0.91 0.56 2.37
H 2.04 0.38 3.72
H 0.40 -0.26 3.84
H 1.30 -3.08 -1.97
H 0.26 -4.48 -1.85
H 2.50 -4.03 0.18
H 2.70 -4.98 -1.30
H 1.54 -5.47 -0.05
H -1.22 -1.21 2.73
H -2.78 -1.42 2.01
H -1.05 0.96 1.23
H -2.20 1.00 2.59
H -2.76 0.71 0.93
O 3.96 5.65 1.76
P 2.49 5.65 2.19
O 2.81 5.22 3.78
C 3.82 5.90 4.52
C 3.33 7.22 5.08
O 2.13 4.13 1.62
C 2.98 3.49 0.68
C 4.07 2.69 1.37
O 0.83 5.71 2.60
C 0.29 6.35 3.74
C 0.14 7.84 3.52
H 4.72 6.05 3.93
H 4.09 5.24 5.35
H 3.00 7.89 4.28
H 4.13 7.72 5.64
H 2.49 7.08 5.76
H 3.39 4.21 -0.03
H 2.35 2.81 0.09
H 4.60 3.27 2.12
H 4.79 2.31 0.64
H 3.63 1.83 1.90
H 0.85 6.12 4.64
H -0.70 5.92 3.90
H 1.06 8.28 3.12
H -0.12 8.34 4.46
H -0.65 8.04 2.80
*
```

Structure (SMILES)   C#CCCCP(N)[PH2]=N.CCOP(=O)(OCC)OCC.CCOP(=O)(OCC)OCC
LUMO level   -0.0582 Eh
HOMO energy   -7.8 eV
Frontier orbital gap   6.266 eV

# C17H43O4RuSi4

A structure of composition C17H43O4RuSi4 (ωB97M-V with the def2-TZVPD basis set, OMol25).

The geometry in ORCA input format:
```
! wB97M-V def2-TZVPD RIJCOSX def2/J DEFGRID3
* xyz 2 2
Ru 1.06 -0.33 -0.29
C 3.12 -0.45 1.81
C 2.24 -1.62 2.22
O 1.10 -1.76 1.31
C 0.95 -3.13 0.80
C 0.51 -3.12 -0.64
O 1.42 -2.25 -1.33
C 1.07 -1.90 -2.68
C 2.05 -0.83 -3.12
O 2.25 0.15 -2.06
C 3.65 0.41 -1.75
C 3.87 0.60 -0.27
O 3.21 -0.50 0.38
H 2.71 0.50 2.12
H 4.11 -0.58 2.25
H 2.80 -2.55 2.21
H 1.85 -1.46 3.23
H 1.92 -3.62 0.88
H 0.23 -3.66 1.42
H 0.58 -4.13 -1.05
H -0.51 -2.75 -0.75
H 1.15 -2.77 -3.33
H 0.04 -1.53 -2.70
H 3.02 -1.28 -3.35
H 1.68 -0.32 -4.01
H 4.23 -0.45 -2.09
H 3.97 1.30 -2.30
H 4.94 0.57 -0.06
H 3.46 1.54 0.10
C 1.47 2.72 1.90
Si 0.69 2.01 0.35
C -1.17 2.60 0.65
C 1.18 2.99 -1.17
Si -1.08 0.27 0.22
Si -2.40 0.28 -1.81
C -3.90 1.34 -1.47
C -1.44 0.96 -3.26
C -2.93 -1.50 -2.06
Si -2.16 -0.22 2.29
C -2.43 -2.07 2.29
C -1.01 0.28 3.69
C -3.79 0.68 2.38
H 1.12 3.75 2.01
H 2.56 2.75 1.88
H 1.16 2.17 2.80
H -1.00 3.62 0.29
H -1.42 2.66 1.71
H -2.07 2.32 0.10
H 1.11 4.06 -0.94
H 0.51 2.78 -2.00
H 2.19 2.80 -1.51
H -3.65 2.40 -1.36
H -4.46 1.02 -0.59
H -4.56 1.26 -2.33
H -1.41 2.05 -3.21
H -1.94 0.68 -4.19
H -0.41 0.60 -3.31
H -3.41 -1.91 -1.16
H -2.12 -2.17 -2.34
H -3.67 -1.54 -2.86
H -1.49 -2.62 2.35
H -2.97 -2.41 1.40
H -3.02 -2.35 3.16
H -0.02 -0.17 3.57
H -1.43 -0.08 4.63
H -0.89 1.36 3.77
H -4.49 0.30 1.63
H -3.69 1.76 2.23
H -4.23 0.53 3.36
*
```

LUMO level (spin up / spin down)   -0.2290 / -0.2525 Eh
HOMO energy (spin up / spin down)   -14.0 / -14.4 eV
Frontier orbital gap (spin up / spin down)   7.797 / 7.534 eV
Energy relative to the best compared isomer or geometry (same formula, charge and spin)   0.000 eV

# C17H44N3O3P

A cluster of 3 separate species, C17H44N3O3P in total (ωB97M-V with the def2-TZVPD basis set, OMol25).

The geometry in ORCA input format:
```
! wB97M-V def2-TZVPD RIJCOSX def2/J DEFGRID3
* xyz 0 1
C 0.86 0.37 2.96
C 0.45 1.67 2.25
O 0.21 1.45 0.87
C -0.77 2.32 2.93
N -1.57 3.12 2.00
C -2.32 4.21 2.64
C -3.33 3.70 3.67
O -4.62 3.53 3.09
P -4.94 2.23 2.14
O -4.10 2.53 0.76
H 1.48 -0.21 2.27
H -0.04 -0.22 3.15
H 1.40 0.55 3.89
H 1.28 2.37 2.29
H -0.42 0.73 0.78
H -1.40 1.54 3.37
H -0.40 2.94 3.77
H -0.92 3.54 1.34
H -1.67 4.98 3.07
H -2.91 4.69 1.85
H -3.02 2.74 4.08
H -3.43 4.39 4.50
H -3.94 1.38 2.73
H -3.15 2.39 0.89
C -1.88 -0.58 -1.24
C -1.98 -0.56 -2.75
N -3.29 -0.95 -3.24
C -3.31 -1.25 -4.66
C -3.00 -0.12 -5.65
C -4.41 -0.17 -2.74
C -4.39 1.35 -2.96
H -2.21 -1.55 -0.84
H -0.84 -0.42 -0.95
H -2.48 0.20 -0.77
H -1.26 -1.28 -3.16
H -1.65 0.43 -3.11
H -4.29 -1.68 -4.90
H -2.58 -2.05 -4.83
H -3.82 0.60 -5.72
H -2.84 -0.53 -6.65
H -2.10 0.43 -5.37
H -4.50 -0.36 -1.67
H -5.31 -0.59 -3.19
H -3.44 1.79 -2.67
H -5.17 1.81 -2.34
H -4.60 1.62 -4.00
C 3.56 -3.05 2.58
C 3.63 -2.56 1.14
N 4.77 -1.70 0.88
C 4.67 -0.97 -0.37
C 4.68 -1.78 -1.68
C 6.07 -2.27 1.20
C 6.46 -3.59 0.53
H 3.62 -2.21 3.28
H 2.62 -3.57 2.74
H 4.36 -3.75 2.82
H 2.73 -1.97 0.94
H 3.58 -3.43 0.47
H 5.49 -0.25 -0.40
H 3.75 -0.38 -0.33
H 5.66 -2.18 -1.91
H 4.39 -1.13 -2.51
H 3.96 -2.60 -1.64
H 6.11 -2.41 2.29
H 6.82 -1.51 0.98
H 5.65 -4.32 0.59
H 7.33 -4.01 1.03
H 6.72 -3.46 -0.52
*
```

Structure (SMILES)   C[C@@H](O)CNCCOPO.CCN(CC)CC.CCN(CC)CC
LUMO level   0.0233 Eh
HOMO energy   -8.0 eV
Frontier orbital gap   8.667 eV

# C17H45Be2F6N4O7P

A structure of composition C17H45Be2F6N4O7P (ωB97M-V with the def2-TZVPD basis set, OMol25).

The geometry in ORCA input format:
```
! wB97M-V def2-TZVPD RIJCOSX def2/J DEFGRID3
* xyz 2 1
Be -2.34 0.72 0.10
Be 1.04 2.87 1.67
P -3.79 2.89 2.40
F -4.94 3.96 2.22
F -4.81 1.71 2.87
F -4.00 2.51 0.81
F -2.60 1.74 2.34
F -2.67 3.99 1.99
F -3.52 3.16 3.94
O 0.14 -0.73 0.43
C 0.59 0.29 1.15
O 1.80 0.56 1.28
O -0.26 1.18 1.53
H 1.03 -1.11 0.13
C 3.95 -1.10 -1.91
C 3.30 -2.41 -1.47
C 4.27 -3.54 -1.23
O 3.48 -4.67 -0.86
C 4.31 -5.77 -0.54
N 2.52 -2.13 -0.26
H 4.09 -1.12 -2.99
H 4.89 -0.90 -1.40
H 3.27 -0.27 -1.69
H 2.63 -2.73 -2.28
H 4.97 -3.37 -0.40
H 4.88 -3.68 -2.13
H 3.65 -6.54 -0.15
H 5.01 -5.54 0.27
H 4.80 -6.16 -1.44
H 2.44 -2.99 0.28
H 2.92 -1.44 0.38
C -5.11 -2.06 2.33
C -3.94 -1.52 1.51
C -3.46 -2.41 0.40
O -2.41 -1.76 -0.28
C -1.55 -2.63 -0.99
N -4.31 -0.20 0.98
H -5.03 -3.09 2.68
H -6.08 -2.04 1.82
H -5.20 -1.53 3.28
H -3.08 -1.35 2.16
H -4.29 -2.61 -0.29
H -3.14 -3.40 0.74
H -1.12 -3.31 -0.24
H -0.76 -2.13 -1.54
H -2.09 -3.21 -1.74
H -4.95 0.22 1.65
H -5.00 -0.35 0.23
C 4.39 2.25 3.44
C 4.01 3.67 3.04
C 4.29 3.93 1.57
O 3.31 3.30 0.77
C 3.60 3.45 -0.61
N 2.57 3.93 3.37
H 5.45 2.02 3.38
H 3.93 1.48 2.82
H 4.08 2.06 4.47
H 4.59 4.37 3.64
H 5.28 3.63 1.23
H 4.32 5.03 1.46
H 4.55 3.02 -0.92
H 3.56 4.50 -0.92
H 2.86 2.95 -1.23
H 2.47 4.93 3.21
H 2.69 3.90 4.38
C -4.63 0.16 -3.90
C -3.63 0.12 -2.73
C -2.19 0.24 -3.20
O -1.30 0.18 -2.06
C 0.05 0.00 -2.50
N -3.94 1.27 -1.85
H -5.65 0.06 -3.53
H -4.49 -0.71 -4.55
H -4.57 1.04 -4.55
H -3.89 -0.79 -2.19
H -1.97 1.16 -3.74
H -1.97 -0.65 -3.80
H 0.70 0.29 -1.67
H 0.29 0.66 -3.34
H 0.23 -1.02 -2.82
H -4.93 1.45 -2.03
H -3.62 2.11 -2.35
*
```

LUMO level   -0.3194 Eh
HOMO energy   -14.1 eV
Frontier orbital gap   5.435 eV

E_tot? In order: -1910.16271; -3027.29853; -2749.51114; -2226.80946; -1405.43993; -2390.04941 Eh.
Maximum force? In order: 0.0201; 0.1562; 0.1827; 0.0068; 0.0125; 0.0712 Eh/bohr.